[1]
Molecular formula: C8H28ClO8S
Method: DFT, ωB97M-V with the def2-TZVPD basis set

Values from the calculation:
<S²> = 0.7536
charge = 0
orbital gap (alpha / beta) = 0.3846 / 0.1500 hartree
LUMO energy (alpha / beta) = 0.17 / -6.11 eV
multiplicity = 2

```
46
Properties=species:S:1:pos:R:3:forces:R:3
Cl 1.6494 0.8339 -0.3576 -0.065 0.139 0.094
O -3.3026 0.0062 0.5866 1.647 -2.326 1.687
S -2.4161 -0.8776 1.3878 0.018 0.126 -0.984
O -1.7304 -0.3136 2.5439 -1.046 -1.306 -1.748
O -3.1764 -2.2798 1.8659 1.858 1.796 0.718
C -4.2508 -2.7585 1.0939 -0.760 -0.515 -0.483
C -4.7027 -4.1532 1.5561 -0.376 0.974 -0.367
C -1.1896 -1.7107 0.1916 -0.682 1.348 0.531
H -3.9505 -2.8426 0.0494 -0.070 0.299 -0.182
H -5.0355 -2.0149 1.2331 -0.344 -0.299 -0.499
H -3.9299 -4.9198 1.5004 0.129 0.264 0.459
H -5.4589 -4.4669 0.8365 -0.148 0.027 -0.041
H -5.2175 -4.0424 2.5105 0.403 -0.480 0.180
H -0.4164 -2.3010 0.6833 -0.451 0.010 0.326
H -0.7137 -0.8761 -0.3231 -0.025 0.114 0.044
H -1.7437 -2.2713 -0.5613 -0.133 -0.053 0.318
C 0.4101 4.3766 -2.0868 -1.603 1.467 0.201
O 1.4681 3.5625 -2.4182 0.976 -0.596 0.055
H 0.6626 5.4356 -2.0339 0.713 -0.036 0.207
H -0.3623 4.4020 -2.8555 -0.255 -0.535 -0.245
H -0.0682 4.1261 -1.1399 0.071 -0.099 0.044
H 1.3588 2.7448 -1.9272 0.095 -0.129 -0.280
C 5.3711 -0.2655 -0.2980 0.495 -0.191 0.223
O 4.5394 -0.3700 -1.4267 -0.074 0.263 -0.454
H 4.7602 -0.5287 0.5655 0.600 -0.113 0.462
H 6.2479 -0.8960 -0.4460 -0.378 -0.517 0.137
H 5.8372 0.7091 -0.1526 -0.448 0.501 -0.061
H 3.7528 0.1328 -1.2031 -0.084 0.027 -0.305
C 2.5320 -1.4853 2.9464 -0.010 1.307 -0.088
O 3.1043 -0.2388 2.4642 0.020 -0.678 0.382
H 1.6667 -1.2728 3.5743 -0.204 0.070 -0.084
H 2.2093 -2.0908 2.0995 0.272 -0.382 0.201
H 3.2659 -1.9456 3.6079 0.088 -0.248 -0.465
H 2.7459 -0.0301 1.5984 -0.171 -0.093 0.170
C 0.3610 -0.0103 -3.7017 -0.209 0.997 0.188
O 1.6635 0.5832 -3.5995 -0.647 -0.629 -0.209
H -0.4145 0.7360 -3.5291 -0.091 0.418 0.070
H 0.1637 -0.3436 -4.7206 0.472 -0.412 0.195
H 0.1689 -0.7560 -2.9303 0.288 -0.526 -0.321
H 1.8417 0.6638 -2.6596 0.179 0.065 -0.132
C -1.6190 3.0610 0.8268 -0.079 0.599 -0.358
O -0.4801 2.9738 1.6501 0.438 -0.192 0.232
H -1.4029 2.5253 -0.0975 -0.629 -0.174 -0.119
H -2.5298 2.7243 1.3218 0.148 -0.395 -0.043
H -1.7735 4.1088 0.5691 -0.079 0.141 -0.111
H 0.1047 2.3561 1.2051 0.151 -0.030 0.453
```
Forces are in eV/Å.

=====

[2]
Molecular formula: C8H30BaN2O6
Method: DFT, ωB97M-V with the def2-TZVPD basis set

Values from the calculation:
charge = +2
orbital gap = 0.3734 hartree
LUMO energy = -5.71 eV

```
47
Properties=species:S:1:pos:R:3:forces:R:3
Ba 0.7024 0.1968 0.0529 -0.253 -1.416 0.190
C 0.4675 0.4647 3.9943 0.238 0.265 -0.352
C -0.8202 0.6522 3.2237 -0.744 -1.326 -0.200
C -0.8953 1.9542 2.4308 -0.006 -0.424 1.219
O 0.3258 2.2021 1.7383 -0.173 0.246 0.246
C 0.4974 3.5738 1.4140 -0.485 0.530 -0.729
N -1.0695 -0.5308 2.3256 0.596 1.032 -0.587
H 0.6386 1.3218 4.6447 0.004 -0.128 0.164
H 1.3233 0.4046 3.3180 -0.012 -0.013 0.023
H 0.4494 -0.4547 4.5753 -0.093 0.061 0.171
H -1.6630 0.6441 3.9235 0.151 0.507 0.149
H -1.0665 2.6964 3.2168 0.102 0.410 -0.403
H -1.7407 1.9421 1.7405 -0.006 0.153 -0.021
H 0.3765 4.2428 2.2659 0.249 -0.244 0.222
H -0.2557 3.8986 0.6772 -0.004 -0.151 0.105
H 1.4646 3.6945 0.9384 0.177 -0.001 0.296
H -2.0175 -0.4387 1.9773 -0.070 -0.338 0.051
H -0.9904 -1.4131 2.8144 -0.104 0.084 0.193
C -2.4450 -2.0488 -1.7343 -0.383 0.334 -0.070
C -1.0344 -2.5745 -1.7909 -0.111 -0.363 0.237
C -0.1848 -1.8940 -2.8352 0.254 -0.187 -0.286
O 0.0042 -0.5066 -2.5660 0.076 0.039 -0.001
C 0.5249 0.1491 -3.7254 -0.969 0.249 -0.018
N -0.3818 -2.4664 -0.4592 0.203 0.010 -0.390
H -3.0678 -2.6409 -1.0631 0.044 -0.017 0.037
H -2.9042 -2.0935 -2.7227 0.002 -0.059 0.023
H -2.4710 -1.0075 -1.4167 0.044 -0.018 0.035
H -1.1122 -3.6243 -2.1006 0.199 0.028 -0.022
H -0.6496 -1.9991 -3.8207 -0.097 -0.075 0.081
H 0.8019 -2.3769 -2.8949 -0.045 0.045 0.024
H -0.2698 0.2708 -4.4733 0.112 -0.272 0.019
H 1.3348 -0.4273 -4.1704 0.261 0.205 0.070
H 0.7820 1.1637 -3.4304 0.491 -0.104 0.004
H -0.9656 -2.8992 0.2497 -0.116 0.054 -0.066
H 0.4617 -3.0369 -0.4793 0.005 0.048 0.080
O 2.7929 -0.8866 -1.5062 0.172 0.135 0.100
H 3.1213 -0.2495 -2.1506 0.006 -0.050 -0.156
H 3.4219 -1.6155 -1.5519 0.018 -0.082 0.048
O 1.8265 2.2685 -1.2321 0.311 0.288 -0.231
H 2.7882 2.3531 -1.2504 0.068 0.067 -0.003
H 1.5138 3.0996 -1.6097 -0.044 0.050 -0.035
O 1.9167 -1.8410 1.7322 0.198 0.131 -0.267
H 1.6947 -2.4723 2.4244 -0.098 0.015 0.073
H 2.8676 -1.9455 1.6131 0.079 -0.059 0.084
O -1.7608 1.1585 -0.6349 -0.049 0.436 0.002
H -2.7132 1.1553 -0.4844 -0.064 -0.115 0.030
H -1.6196 1.9366 -1.1878 -0.135 0.014 -0.143
```
Forces are in eV/Å.

=====

[3]
Molecular formula: C8H30N2O6
Method: DFT, ωB97M-V with the def2-TZVPD basis set

Values from the calculation:
charge = 0
orbital gap = 0.3457 hartree
structure (SMILES) = COC[C@H](C)N.COC[C@H](C)N.O.O.O.O
LUMO energy = -0.13 eV

```
46
Properties=species:S:1:pos:R:3:forces:R:3
O -2.7274 -3.1813 1.3166 -0.129 0.195 -0.048
H -3.4775 -3.0675 1.9081 0.061 -0.019 -0.027
H -2.3804 -2.2852 1.1807 0.190 -0.137 0.076
O -1.2213 -0.5575 0.9847 0.003 0.658 0.090
H -0.3960 -0.1796 1.3406 -0.473 -0.509 -0.010
H -1.8832 0.1649 1.0522 0.215 -0.491 -0.230
O 1.5073 -2.6745 2.6951 0.228 0.173 0.005
H 2.4587 -2.7097 2.8453 -0.090 -0.084 -0.053
H 1.3758 -1.9163 2.1118 -0.127 -0.116 0.032
O 1.1227 0.3476 2.2947 0.316 0.414 -0.055
H 1.1960 1.2377 1.9246 0.063 -0.137 0.043
H 1.9173 0.2383 2.8313 -0.174 -0.065 0.051
C -2.5340 0.9371 -1.8997 -0.470 0.744 0.034
C -3.8853 1.1990 -1.2253 -0.427 0.388 -0.469
C -3.8248 2.0781 0.0086 0.142 0.318 0.013
O -3.2793 1.3383 1.0823 0.502 -0.013 0.064
C -2.8908 2.1240 2.1904 -0.613 0.193 0.367
N -4.6607 1.9620 -2.2199 -0.051 0.402 0.051
H -2.7636 0.4326 -2.8380 0.405 -0.353 0.066
H -1.7558 0.4561 -1.3139 -0.287 -0.392 0.071
H -2.1771 1.9317 -2.1811 0.144 -0.044 -0.043
H -4.4340 0.2902 -0.9568 0.384 -0.230 0.150
H -4.8289 2.4479 0.2594 -0.108 -0.292 0.179
H -3.2507 2.9967 -0.1673 0.295 -0.179 -0.196
H -2.6730 1.4511 3.0175 -0.123 -0.072 -0.010
H -3.7300 2.7753 2.4529 0.082 0.047 0.266
H -2.0081 2.7588 2.0559 0.021 -0.088 -0.539
H -5.5032 2.3722 -1.8365 -0.029 -0.174 0.058
H -4.9252 1.4114 -3.0244 0.082 -0.128 0.034
C 5.2409 -1.8760 -0.9564 -0.370 -0.555 -0.238
C 4.7270 -0.4473 -1.0950 0.455 -0.217 -0.307
C 3.2080 -0.4190 -0.9137 0.051 0.421 0.231
O 2.5083 -1.1881 -1.8502 0.312 -0.426 0.011
C 1.1344 -1.2985 -1.5069 0.387 0.559 -0.693
N 5.4452 0.4118 -0.1324 -1.355 -0.026 0.614
H 4.8512 -2.5042 -1.7609 0.205 0.170 -0.162
H 4.8562 -2.3855 -0.0643 -0.046 0.414 0.220
H 6.3247 -1.9581 -0.9099 0.036 0.244 -0.200
H 4.9829 -0.0162 -2.0679 -0.104 -0.390 -0.156
H 2.8391 0.6180 -0.9981 0.119 0.049 0.281
H 3.0174 -0.7874 0.1104 -0.183 0.093 -0.009
H 0.6572 -1.8316 -2.3243 -0.046 -0.349 0.211
H 0.6913 -0.2968 -1.5119 -0.130 0.022 0.364
H 1.0122 -1.7839 -0.5400 -0.219 -0.095 0.016
H 4.9783 1.3234 -0.1573 0.388 0.005 -0.106
H 5.1580 0.0599 0.7889 0.469 0.072 -0.049
```
Forces are in eV/Å.

=====

[4]
Molecular formula: C8H32AlN16O8
Method: DFT, ωB97M-V with the def2-TZVPD basis set

Values from the calculation:
charge = +3
orbital gap = 0.1537 hartree
LUMO energy = -13.08 eV

```
65
Properties=species:S:1:pos:R:3:forces:R:3
Al 4.7369 11.6682 -5.3486 -1.022 -0.056 -1.784
C 1.2195 12.8511 -7.0587 -0.829 -0.595 0.558
O 2.3565 12.4686 -6.7723 0.626 -0.151 0.382
N 0.8266 13.0863 -8.3279 0.125 0.345 -0.619
N 0.1598 12.9153 -6.2063 0.431 -0.088 0.551
H -0.1594 13.1874 -8.4886 0.033 0.178 -0.358
H 1.4627 13.3829 -9.0461 0.050 -0.349 -0.001
H 0.2791 12.7522 -5.2206 0.134 -0.015 -0.088
H -0.6800 13.3834 -6.4946 -0.060 0.081 0.140
C 5.6333 7.8639 -6.1804 -0.856 -0.889 1.006
O 5.8903 9.0426 -5.8824 0.468 0.948 -0.042
N 6.0326 7.2674 -7.3100 0.578 0.715 -1.140
N 4.9674 7.0276 -5.3419 -0.054 0.529 -0.144
H 5.8342 6.3185 -7.5753 0.052 -0.097 0.384
H 6.6813 7.7610 -7.8971 -0.175 -0.029 -0.056
H 4.6628 7.3914 -4.4577 -0.205 -0.108 -0.109
H 4.5308 6.2023 -5.7154 0.062 -0.138 0.284
C 6.5794 11.3012 -8.8902 -1.057 -0.719 -1.553
O 6.2144 11.6238 -7.7617 -0.058 0.473 1.539
N 7.3717 10.2490 -9.1815 -0.180 0.366 0.697
N 6.0385 11.9209 -9.9855 0.088 0.105 0.832
H 7.5394 10.0183 -10.1445 0.306 -0.401 0.176
H 7.5804 9.6605 -8.3934 0.554 -0.056 -0.276
H 5.3118 12.5837 -9.7756 0.146 0.195 -0.212
H 6.4030 11.8213 -10.9169 -0.013 0.128 0.004
C 4.0349 15.2279 -3.7078 -0.773 1.360 0.421
O 3.6895 14.1740 -4.2684 0.610 -0.984 -0.455
N 3.1768 15.9001 -2.8814 1.056 -1.693 -0.861
N 5.1739 15.9403 -3.9045 0.214 -1.559 -0.618
H 3.5750 16.7720 -2.5995 -1.271 0.631 0.421
H 2.2176 15.6096 -2.9748 -0.134 0.631 0.614
H 5.4080 16.6814 -3.2724 0.341 0.199 -0.234
H 5.8283 15.5607 -4.5698 0.285 0.263 0.286
C 2.1725 8.6374 -4.4073 -0.929 1.844 2.969
O 2.7369 9.6199 -4.9086 0.317 0.191 -0.972
N 0.8404 8.3823 -4.5290 0.491 -0.414 -1.134
N 2.6921 8.0215 -3.3141 1.226 -0.680 -0.109
H 0.3401 8.8351 -5.2766 -0.052 -0.254 -0.034
H 0.5681 7.4498 -4.2589 -0.518 0.099 -0.142
H 3.4981 8.4372 -2.8792 0.000 -0.030 -0.112
H 2.2104 7.3302 -2.7650 -0.207 0.074 -0.084
C 4.7777 14.8560 -7.9485 1.416 0.554 -0.434
O 4.6732 13.7567 -7.3976 -0.549 -0.193 0.343
N 5.9661 15.4477 -8.2022 0.678 0.143 0.449
N 3.7538 15.5593 -8.4751 -1.312 -0.917 0.277
H 5.9959 16.3905 -8.5476 0.143 -0.044 -0.166
H 6.8391 15.0250 -7.9349 -0.159 -0.051 0.179
H 2.8954 15.0454 -8.5672 -0.193 0.453 0.236
H 3.7861 16.5226 -8.7523 0.148 -0.036 -0.152
C 3.0034 9.5298 -8.4240 -0.163 0.542 -0.710
O 3.6799 10.0323 -7.5257 0.436 0.273 0.856
N 1.7089 9.1176 -8.3543 1.772 0.432 0.708
N 3.5361 9.4371 -9.6669 0.129 -0.524 -0.465
H 1.2436 9.4509 -7.5288 -0.696 -0.390 -0.338
H 1.3669 8.7038 -9.2006 -1.083 0.088 0.386
H 3.0854 8.8207 -10.3247 0.211 0.071 -0.198
H 4.5289 9.5614 -9.7759 -0.033 0.034 0.108
C 6.1043 12.7025 -1.7277 0.751 -1.476 1.940
O 6.1745 12.4355 -2.9405 -0.835 0.201 -1.701
N 5.9559 11.7232 -0.7895 -0.541 0.590 -1.792
N 6.3519 13.8840 -1.1623 -0.064 0.946 -1.288
H 6.2149 11.9424 0.1521 -0.232 -0.801 0.330
H 5.6734 10.8492 -1.1973 0.270 -0.356 0.910
H 6.6441 14.6329 -1.7692 0.026 0.105 0.344
H 6.3016 13.9936 -0.1679 0.085 0.305 0.052
```
Forces are in eV/Å.